(1)
This record from OMol25 describes a structure of composition C39H33AsCl3F10N6O9SSi2TeTi in a non-equilibrium geometry. The level of theory is ωB97M-V with the def2-TZVPD basis set.

Summary:
max |F|	1.694	eV Å⁻¹
energy	-9221.64206	hartree
HOMO level (spin up / spin down)	-3.0370 / -3.0371	eV
relative energy (zero: lowest compared OMol25 entry of this formula, charge and spin)	60.9	kcal/mol

ORCA input file:
```
! wB97M-V def2-TZVPD RIJCOSX def2/J DEFGRID3
* xyz -2 2
Ti 2.22052 -0.06058 -1.95323
C 1.59769 -6.93486 3.24131
C 1.89687 -6.01304 2.09115
C 2.16744 -4.66378 2.31011
C 2.41792 -3.80675 1.25333
C 2.38354 -4.31409 -0.03725
C 2.13574 -5.65199 -0.28566
C 1.89442 -6.49595 0.78555
S 2.71929 -3.19981 -1.36334
O 4.00325 -2.61283 -0.90695
O 2.73451 -3.89101 -2.61152
N 1.65759 -2.01999 -1.21001
C 0.30539 -2.37268 -0.97612
C -0.22181 -3.62091 -1.32909
C -1.49546 -3.94932 -0.91003
C -2.24249 -3.00468 -0.22229
C -1.67717 -1.76127 -0.03192
N -0.42357 -1.44237 -0.36960
H 1.84560 -6.46889 4.19417
H 2.16242 -7.86414 3.15655
H 0.53730 -7.19467 3.25973
H 2.18891 -4.27831 3.32221
H 2.64596 -2.76067 1.42248
H 2.13192 -6.01640 -1.30465
H 1.69509 -7.54567 0.60483
H 0.35143 -4.29712 -1.94154
H -1.92819 -4.91238 -1.15071
H -3.25526 -3.21121 0.09636
H -2.26154 -0.97321 0.43209
O -0.77474 5.31589 -3.30096
C -0.25790 4.24457 -3.15504
C -0.34843 3.32533 -2.00593
O -0.98354 3.60582 -0.84901
C 0.42947 2.21772 -2.19772
C 1.26738 2.37000 -3.36314
O 2.24547 1.64270 -3.48477
C 0.79734 3.61663 -4.10453
O 1.22469 4.08685 -5.11014
O 0.72986 1.30817 -1.33533
F 3.49774 -0.61786 -2.97000
As 5.92524 -2.21306 -1.05697
F 5.82133 -1.95925 0.63611
F 5.53292 -0.55828 -1.29702
F 7.60824 -1.91448 -1.13328
F 5.77740 -2.51055 -2.73887
F 6.15770 -3.89989 -0.77912
F -1.84856 -2.65872 -4.51085
C -2.84541 -2.12337 -3.78475
C -3.88425 -2.94538 -3.40710
F -3.82304 -4.22996 -3.80159
C -4.95702 -2.50788 -2.61878
C -4.92017 -1.13593 -2.33212
C -3.88572 -0.31332 -2.72368
F -3.90353 0.97122 -2.32007
C -2.79520 -0.77638 -3.44897
C -1.63567 0.06575 -3.79696
C -0.36469 -0.34843 -3.55448
N 0.74683 -0.64572 -3.30860
C -1.76772 1.35798 -4.35449
N -1.87681 2.42569 -4.78543
F -5.87576 -0.59566 -1.55440
C -5.95156 -3.41309 -2.08713
C -5.61876 -4.76163 -1.83856
N -5.35758 -5.87039 -1.62400
C -7.23647 -2.98907 -1.68665
N -8.30112 -2.67880 -1.35319
C 0.77404 6.31983 -0.15336
Si 0.06131 6.25599 1.57231
C -1.10756 7.68514 1.87351
C 1.42475 6.20849 2.83986
C -0.97125 4.66459 1.75449
Te -0.05629 3.02210 0.81803
C -1.43030 1.60150 1.44662
Si -1.34915 1.03440 3.28298
C -3.08291 1.31554 3.93302
C -0.12179 2.05685 4.25370
C -0.88837 -0.76249 3.36436
H 1.35369 7.23577 -0.28569
H 0.00806 6.28349 -0.93069
H 1.46586 5.48832 -0.32976
H -0.59041 8.64046 1.76117
H -1.51866 7.64648 2.88473
H -1.93921 7.67008 1.16591
H 2.00450 7.13350 2.81120
H 2.12740 5.38919 2.66981
H 1.03374 6.09359 3.85357
H -1.94419 4.73853 1.26047
H -1.13124 4.39637 2.79996
H -1.25995 0.74520 0.78936
H -2.39733 2.06017 1.22571
H -3.36728 2.36870 3.86652
H -3.15469 1.01452 4.98078
H -3.81532 0.73411 3.36837
H -0.43576 3.09187 4.40311
H 0.87486 2.05170 3.80357
H -0.00155 1.61095 5.24415
H -1.49070 -1.36933 2.68789
H -1.04068 -1.12162 4.38577
H 0.16325 -0.90028 3.10602
Cl 5.03990 5.37211 3.45846
C 3.37576 2.41485 0.53205
Cl 3.62205 3.55730 1.73663
Cl 3.60494 2.94885 -1.09422
C 3.24389 0.97098 0.79537
O 3.33551 0.50301 1.90333
O 2.84581 0.28056 -0.26749
*
```

Atom charges from the Löwdin analysis, given in e for atoms 1 to 5: Ti 1.191; C -0.053; C -0.264; C -0.019; C -0.021

---

(2)
This record from OMol25 describes a structure of composition C39H36BrEuN6O6 in a non-equilibrium geometry. The level of theory is ωB97M-V with the def2-TZVPD basis set.

Summary:
max |F|	1.809	eV Å⁻¹
energy	-5571.82739	hartree
HOMO level (spin up / spin down)	-5.2516 / -8.4834	eV
relative energy (zero: lowest compared OMol25 entry of this formula, charge and spin)	119.0	kcal/mol

ORCA input file:
```
! wB97M-V def2-TZVPD RIJCOSX def2/J DEFGRID3
* xyz 0 7
Eu 0.89421 0.20041 0.09060
O -0.24090 -2.46777 3.14876
C -1.42745 -3.07682 2.93438
C -1.98315 -3.75028 4.01730
C -3.17872 -4.43035 3.88250
C -3.82998 -4.46663 2.65820
C -3.28302 -3.79281 1.58132
C -2.10004 -3.07243 1.70477
C -1.64736 -2.25210 0.52414
O -0.24166 -2.40340 0.14555
N -1.81168 -0.84277 0.83306
N -1.39523 0.03881 -0.20788
C -2.30458 0.90664 -0.64406
C -2.02686 2.13265 -1.25798
Br -0.16669 2.75791 -0.97822
C -2.93446 2.82925 -2.03857
C -2.96033 4.11454 -2.68006
C -4.11940 4.43707 -3.42016
C -4.24186 5.63467 -4.09347
C -3.21017 6.56673 -4.06819
C -2.06290 6.27650 -3.34193
C -1.93600 5.08184 -2.65520
H 0.21878 -2.29129 2.32271
H -1.44583 -3.73070 4.95645
H -3.60164 -4.94985 4.73250
H -4.75882 -5.00852 2.54060
H -3.78808 -3.81354 0.62158
H -2.23418 -2.55152 -0.35811
H -2.79401 -0.69819 1.05072
H -3.36515 0.69766 -0.47432
H -3.83341 2.24142 -2.20660
H -4.92951 3.71794 -3.46063
H -5.14876 5.85326 -4.64388
H -3.29928 7.50150 -4.60574
H -1.25117 6.99293 -3.30489
H -1.03439 4.89959 -2.09516
C 0.51080 3.24144 2.43283
N -0.16826 1.95231 2.29920
C -1.60663 2.18059 2.35847
C 0.23827 1.08202 3.41463
C 1.71907 0.76959 3.35539
C 2.47979 0.95140 4.50492
C 3.84854 0.71905 4.49485
C 4.44575 0.32673 3.31084
C 3.66863 0.15004 2.16877
C 2.27608 0.34492 2.12736
H 0.32227 3.68952 3.42016
H 0.15298 3.93204 1.66958
H 1.58630 3.11194 2.31608
H -1.89880 2.70853 3.27940
H -2.12814 1.22459 2.33300
H -1.92478 2.78117 1.50563
H -0.34607 0.16273 3.35011
H -0.00157 1.56433 4.37655
H 1.99792 1.28673 5.41900
H 4.43809 0.86094 5.39230
H 5.51799 0.16017 3.26789
H 4.20066 -0.14842 1.26469
O 4.25419 3.64163 -4.55741
N 4.94145 2.78640 -4.03435
O 6.15741 2.83192 -4.03705
C 4.30366 1.66967 -3.37347
C 5.14212 0.80540 -2.72341
C 4.65494 -0.26030 -1.94752
C 5.47969 -1.21596 -1.30966
C 4.90766 -2.16268 -0.50942
C 3.52344 -2.12850 -0.28634
N 2.72106 -1.26950 -0.88727
C 3.26584 -0.39003 -1.75421
C 2.37120 0.41737 -2.55403
N 1.06317 0.07757 -2.49530
C 0.22904 0.66543 -3.33391
C 0.62354 1.67442 -4.20542
C 1.93081 2.09492 -4.21167
C 2.87758 1.44341 -3.39116
H 6.20515 0.98317 -2.80282
H 6.55110 -1.18124 -1.46298
H 5.50295 -2.91737 -0.01475
H 3.06058 -2.80409 0.42356
H -0.79979 0.32728 -3.28999
H -0.10493 2.14730 -4.84961
H 2.24131 2.90528 -4.84502
C 0.13203 -2.94327 -2.41939
O 0.33406 -3.94372 -1.41150
C 0.11877 -3.71291 -0.13194
O 0.31649 -4.51749 0.72359
H -0.36668 -3.43611 -3.25034
H 1.10299 -2.57171 -2.73977
H -0.46814 -2.11383 -2.05513
*
```

Atom charges from the Löwdin analysis, given in e for atoms 1 to 5: Eu 1.880; O 0.076; C -0.260; C 0.004; C -0.070

---

(3)
This record from OMol25 describes a structure of composition C24H24CrN7O2Te. The level of theory is ωB97M-V with the def2-TZVPD basis set.

Summary:
max |F|	0.673	eV Å⁻¹
energy	-2775.24234	hartree
HOMO level (spin up / spin down)	-7.0614 / -7.2495	eV
relative energy (zero: lowest compared OMol25 entry of this formula, charge and spin)	0.0	kcal/mol

ORCA input file:
```
! wB97M-V def2-TZVPD RIJCOSX def2/J DEFGRID3
* xyz 0 4
Cr -0.86738 1.84670 -0.21465
O -1.54336 2.98703 -1.55196
C -2.30242 2.71025 -2.60093
C -2.61722 3.74600 -3.49439
C -3.40611 3.51583 -4.59970
C -3.91729 2.24080 -4.86639
C -3.61693 1.21634 -4.00110
C -2.81477 1.42061 -2.86735
C -2.57584 0.27990 -2.00887
N -1.84035 0.30008 -0.96402
N -1.69508 -0.89842 -0.25054
C -1.05928 -0.63851 0.85515
O -0.69414 0.56535 1.21868
C -0.73795 -1.76348 1.76550
C -0.33974 -1.49446 3.06956
C -0.01017 -2.53671 3.92544
C -0.07106 -3.84915 3.47526
C -0.46061 -4.11727 2.16866
C -0.79293 -3.07861 1.31381
H -2.20897 4.72694 -3.28718
H -3.63048 4.33573 -5.27273
H -4.53474 2.06425 -5.73682
H -4.00194 0.21851 -4.18638
H -3.04216 -0.67116 -2.26379
H -0.28357 -0.46467 3.39771
H 0.29459 -2.32551 4.94262
H 0.18681 -4.66395 4.14128
H -0.49776 -5.14024 1.81429
H -1.08065 -3.26665 0.28813
C 2.82870 -4.49851 1.05889
C 2.48624 -3.15492 0.46835
C 1.92080 -3.04565 -0.79363
C 1.59961 -1.81144 -1.35466
C 0.94994 -1.79466 -2.71609
C 1.87124 -0.64029 -0.62850
Te 1.34509 1.22802 -1.48853
C 2.44175 -0.72804 0.65134
C 2.72727 0.48317 1.50301
C 2.73573 -1.98581 1.17345
H 2.45947 -5.31170 0.43275
H 2.39239 -4.60933 2.05412
H 3.90989 -4.61504 1.15875
H 1.70691 -3.94878 -1.35911
H 0.79342 -2.81366 -3.07380
H 1.56234 -1.26405 -3.44659
H -0.01447 -1.28465 -2.68069
H 1.80361 0.85371 1.95577
H 3.13855 1.29959 0.90800
H 3.42892 0.22742 2.29893
H 3.16513 -2.04814 2.17001
N 2.02789 5.22195 2.71247
N 0.91939 4.72589 2.04971
N -0.19387 5.42160 1.93419
C -0.90920 4.60760 1.16765
N -0.22950 3.49939 0.86091
N 0.95560 3.59608 1.44374
H 1.69881 5.86235 3.42283
H 2.54246 4.43757 3.09245
H -1.90264 4.82484 0.81502
*
```

Atom charges from the Löwdin analysis, given in e for atoms 1 to 5: Cr 0.521; O -0.245; C -0.326; C -0.012; C -0.078

---

(4)
This record from OMol25 describes a structure of composition C25H47ClIInNO3Si2 in a non-equilibrium geometry. The level of theory is ωB97M-V with the def2-TZVPD basis set.

Summary:
max |F|	2.362	eV Å⁻¹
energy	-2788.00873	hartree
HOMO level	-9.8860	eV
relative energy (zero: lowest compared OMol25 entry of this formula, charge and spin)	18.4	kcal/mol

ORCA input file:
```
! wB97M-V def2-TZVPD RIJCOSX def2/J DEFGRID3
* xyz 1 1
O 2.72575 -0.55891 -3.56903
O 2.73353 -3.02678 -3.40380
C 2.31650 0.54312 -4.38530
C 1.51690 1.62149 -3.68738
H 1.74246 0.11436 -5.22092
H 3.20384 1.00167 -4.82580
H 0.45981 1.28194 -3.52158
H 1.49000 2.53422 -4.32375
H 1.96336 1.95409 -2.74778
C 3.49171 -0.30564 -2.35173
C 4.91590 -0.69748 -2.64050
H 3.05165 -0.91797 -1.53254
H 3.36620 0.75600 -2.04224
H 4.94448 -1.65709 -3.18930
H 5.53343 -0.72656 -1.74566
H 5.35818 0.05735 -3.29881
C 3.27459 -4.19206 -2.68851
C 2.83457 -3.18611 -4.84661
C 3.05371 -3.99347 -1.18650
H 4.37187 -4.23721 -2.92898
H 2.80699 -5.14693 -3.07760
H 3.40927 -2.97047 -0.81231
H 3.70358 -4.75404 -0.68825
H 1.96391 -4.16328 -0.89327
C 4.16800 -2.72916 -5.40087
H 2.02272 -2.60584 -5.30121
H 2.68107 -4.25112 -5.13362
H 4.38876 -1.70122 -5.07564
H 4.10662 -2.75202 -6.51088
H 4.97706 -3.42351 -5.11630
H 2.00701 -2.33566 -3.04016
In -1.42665 -1.19640 -0.85680
C 0.57575 -1.94311 -2.24408
Si -0.76391 -2.83421 -3.22344
H 0.92203 -2.27449 -1.25878
H 0.70968 -0.85394 -2.38562
C -1.06684 -1.64693 -4.63737
C -2.40812 -3.45126 -2.50923
C -0.10520 -4.50208 -3.84790
C -3.19207 -0.17227 -1.68170
Si -4.15717 1.04445 -0.55577
H -3.90406 -0.92006 -2.14132
H -2.76221 0.39487 -2.56575
C -5.99525 0.88295 -0.82673
C -3.59095 2.79044 -0.86253
C -3.78270 0.61435 1.24798
H -0.94616 -5.11970 -4.17674
H 0.40781 -5.04902 -3.05015
H 0.56094 -4.40652 -4.70764
H -1.65576 -0.75795 -4.31528
H -1.64502 -2.14932 -5.45083
H -0.10768 -1.28948 -5.05031
H -2.43979 -3.65359 -1.37853
H -2.57734 -4.47575 -2.94570
H -3.30346 -2.80706 -2.78570
H -3.77903 3.08502 -1.90792
H -2.50615 2.93779 -0.66809
H -4.15172 3.49339 -0.20305
H -2.85034 1.09828 1.59471
H -3.66832 -0.47270 1.39437
H -4.62938 0.97333 1.86579
H -6.53419 1.65494 -0.25551
H -6.37681 -0.09847 -0.51381
H -6.26615 0.99457 -1.88424
Cl 2.45912 0.24481 4.82191
C 1.51140 0.35293 3.41120
C 1.27218 1.61128 2.85972
C 0.55554 1.75057 1.66411
I 0.15057 3.64419 0.88757
C 0.05982 0.59988 0.97289
O -0.52832 0.67619 -0.16703
C 0.22042 -0.67542 1.63189
N -0.42460 -1.73960 1.07727
C -0.32767 -2.97885 1.60309
C 0.46546 -3.20117 2.74075
C 1.10475 -2.12854 3.35028
C 0.97462 -0.82324 2.82680
H 1.64377 2.50501 3.34906
H -0.90199 -3.74744 1.07963
H 0.53566 -4.22760 3.13317
H 1.68703 -2.25607 4.25603
*
```

Atom charges from the Löwdin analysis, given in e for atoms 1 to 5: O -0.266; O -0.169; C -0.247; C -0.063; H 0.115

---

(5)
This record from OMol25 describes an isolated molecule of C5H11NO2 in a non-equilibrium geometry. The level of theory is ωB97M-V with the def2-TZVPD basis set.

Summary:
max |F|	2.784	eV Å⁻¹
SMILES string	CCNC(=O)CCO
energy	-402.32008	hartree
HOMO level	-9.2928	eV
relative energy (zero: lowest compared OMol25 entry of this formula, charge and spin)	36.4	kcal/mol

ORCA input file:
```
! wB97M-V def2-TZVPD RIJCOSX def2/J DEFGRID3
* xyz 0 1
C 2.98351 -0.52191 1.13422
C 1.91539 -0.94775 0.13215
N 0.52479 -0.32281 0.48558
C -0.36449 0.31617 -0.37586
O -0.10886 0.39060 -1.55244
C -1.61164 0.95922 0.10922
C -2.72490 0.32762 -0.68945
O -2.73375 0.21957 -2.07784
H 3.63073 -1.31708 1.48326
H 3.61513 0.31070 0.77541
H 2.54217 -0.25320 2.08387
H 1.62320 -2.02974 0.13370
H 2.26948 -0.60875 -0.82241
H 0.38545 -0.06371 1.43477
H -1.57838 2.03250 -0.03958
H -1.73231 0.81232 1.16689
H -3.11705 -0.63894 -0.36872
H -3.62703 0.86864 -0.44972
H -1.89145 0.46658 -2.56305
*
```

Atom charges from the Löwdin analysis, given in e for atoms 1 to 5: C -0.100; C -0.167; N 0.066; C -0.498; O 0.054

---

(6)
This record from OMol25 describes a structure of composition C28H29MoN7S2Se2Te. The level of theory is ωB97M-V with the def2-TZVPD basis set.

Summary:
max |F|	0.597	eV Å⁻¹
energy	-7403.18367	hartree
HOMO level (spin up / spin down)	-5.9988 / -5.9622	eV
relative energy (zero: lowest compared OMol25 entry of this formula, charge and spin)	8.8	kcal/mol

ORCA input file:
```
! wB97M-V def2-TZVPD RIJCOSX def2/J DEFGRID3
* xyz 0 1
Mo -0.98818 -0.34536 0.01845
C -3.31940 -4.53508 2.49506
S -4.31434 -3.49694 1.41082
C -3.27918 -2.08444 1.19036
S -1.64312 -2.02046 1.75817
N -3.84018 -1.12716 0.52970
N -2.97634 -0.06118 0.33868
C -3.52433 1.13485 0.38529
C -2.58530 2.17979 0.35442
C -2.91664 3.55306 0.36598
C -1.92534 4.48635 0.35862
C -0.58414 4.05408 0.33158
C -0.32022 2.71732 0.30073
N -1.28378 1.75836 0.32586
H -3.91891 -5.42863 2.66523
H -3.12901 -4.04098 3.44493
H -2.37483 -4.80582 2.02910
H -4.59088 1.26435 0.50069
H -3.96135 3.83403 0.36686
H -2.16107 5.54247 0.35248
H 0.23238 4.76252 0.31363
H 0.69430 2.34950 0.25895
N -1.08672 -2.37784 -1.08655
C 0.10525 -3.14350 -0.91638
C 0.15986 -4.50555 -0.97893
C 1.40004 -5.17561 -0.88702
C 2.56685 -4.47422 -0.78802
C 2.53897 -3.06110 -0.70817
C 3.69805 -2.25562 -0.62858
C 3.56303 -0.90303 -0.53371
C 2.27382 -0.34544 -0.43361
N 1.17419 -1.05828 -0.48073
C 1.29407 -2.40240 -0.70294
H -1.91985 -2.91339 -0.86204
H -1.15126 -2.02540 -2.04624
H -0.75203 -5.07169 -1.12450
H 1.41868 -6.25632 -0.93671
H 3.52210 -4.98434 -0.77315
H 4.67551 -2.72203 -0.66019
H 4.42741 -0.25349 -0.50198
H 2.14229 0.71828 -0.28016
C 1.43948 -2.70263 2.94642
N 2.48499 -1.69940 2.82977
C 3.83780 -1.96195 2.91352
C 4.47780 -0.78176 2.82025
N 3.50932 0.19064 2.66536
C 3.78383 1.60991 2.53847
C 2.27313 -0.37245 2.67071
Se 0.65348 0.51207 2.52241
H 1.75914 -3.46129 3.65855
H 1.22938 -3.16362 1.98217
H 0.53590 -2.21888 3.30672
H 4.21623 -2.95926 3.04872
H 5.52593 -0.54386 2.85225
H 4.35334 1.95657 3.39931
H 2.83173 2.13301 2.49791
H 4.34941 1.80358 1.62669
Te -2.84242 1.31427 -3.22444
C -2.27656 3.31135 -3.63963
C -3.16703 4.11579 -4.34541
C -2.86592 5.44864 -4.58842
C -1.66733 5.98686 -4.14160
C -0.77206 5.17978 -3.45261
C -1.07520 3.84903 -3.19989
H -4.09955 3.70321 -4.71476
H -3.56763 6.06505 -5.13659
H -1.42954 7.02507 -4.33558
H 0.17040 5.58791 -3.10651
H -0.37197 3.22206 -2.66893
Se -0.63645 0.37060 -2.49079
*
```

Atom charges from the Löwdin analysis, given in e for atoms 1 to 5: Mo 0.898; C -0.458; S 0.828; C -1.096; S 0.562